# 1
C5H12O3P | ωB97M-V/def2-TZVPD

XYZ file:
```
21
Properties=species:S:1:pos:R:3:forces:R:3
O 0.979 1.417 0.023 0.31 -0.10 0.07
C 1.882 0.837 0.542 -0.19 0.36 -0.08
O 1.680 -0.311 1.265 -0.13 -0.01 0.13
C 3.331 1.250 0.380 -0.15 -0.34 -0.28
P 4.270 1.650 1.913 0.83 0.09 -0.28
H 1.885 -0.178 2.200 0.09 -0.05 -0.19
H 3.874 0.418 -0.086 -0.16 0.12 0.02
H 3.348 2.099 -0.308 0.14 -0.08 0.17
H 3.692 2.895 2.214 -0.40 -0.08 0.25
H 3.588 0.824 2.822 -0.24 0.18 0.19
C -1.939 -0.150 -0.299 0.23 -0.16 -0.13
C -2.824 -1.399 -0.522 -0.52 0.46 -0.03
C -3.060 -1.538 -2.047 0.32 -0.15 -0.17
O -3.990 -1.327 0.152 0.26 -0.22 0.04
H -2.471 0.746 -0.634 -0.09 -0.01 0.03
H -1.704 -0.035 0.761 -0.07 -0.01 0.03
H -0.989 -0.208 -0.847 -0.01 0.01 0.01
H -2.166 -2.275 -0.249 -0.06 -0.05 0.07
H -3.619 -0.671 -2.411 -0.06 0.02 0.06
H -3.647 -2.437 -2.250 -0.06 0.03 0.05
H -2.119 -1.609 -2.619 -0.04 0.01 0.03
```
Positions in Å, forces in eV/Å.

Strongest force on any atom, eV/Å: 0.88
Net charge: -1
HOMO level, eV: -1.946
Calculated total energy, eV: -20809.547

# 2
C5H12O4 | ωB97M-V/def2-TZVPD

XYZ file:
```
21
Properties=species:S:1:pos:R:3:forces:R:3
C 1.235 -0.392 0.488 0.23 0.08 -1.13
C 2.742 -0.319 0.287 -0.34 -0.12 0.31
O 0.753 0.590 1.382 -0.06 0.26 -0.05
O 0.878 -1.669 0.932 0.17 -0.25 -0.01
H -0.008 -1.886 0.617 0.07 0.13 -0.07
H 1.178 0.449 2.239 -0.03 -0.05 -0.12
H 0.792 -0.191 -0.527 0.71 -0.05 1.66
H 3.267 -0.593 1.201 0.08 -0.03 0.10
H 3.019 0.691 -0.002 0.03 0.06 -0.01
H 3.022 -1.012 -0.501 0.08 -0.06 -0.04
C -2.361 -0.278 0.538 -0.22 0.29 0.30
C -0.995 1.397 -1.250 -0.21 -0.10 -0.20
C -0.929 -0.102 -1.396 0.33 -0.22 -1.01
O -1.626 -0.862 -0.528 0.15 -0.26 -0.23
O -0.255 -0.662 -2.237 -0.91 0.41 0.41
H -1.693 0.220 1.245 -0.05 -0.06 -0.06
H -2.866 -1.107 1.031 0.01 0.09 -0.03
H -3.105 0.430 0.167 0.00 -0.05 0.01
H -0.286 1.843 -1.942 -0.01 -0.08 0.00
H -0.766 1.709 -0.236 0.02 -0.01 0.13
H -1.998 1.744 -1.505 -0.04 0.05 0.04
```
Positions in Å, forces in eV/Å.

Strongest force on any atom, eV/Å: 1.81
HOMO level, eV: -10.507
Calculated total energy, eV: -13569.267
SMILES: COC(C)=O.CC(O)O
ΔE to the lowest compared entry with this formula, charge and spin, kcal/mol: 20.3

# 3
C5H12OS | ωB97M-V/def2-TZVPD

XYZ file:
```
19
Properties=species:S:1:pos:R:3:forces:R:3
C -1.987 0.781 -0.745 0.01 -0.10 0.45
C -1.506 1.295 0.618 0.57 -0.14 -0.45
C -1.145 0.139 1.542 -0.30 0.12 0.31
S -0.506 0.817 3.117 0.04 -0.18 -0.13
H -2.464 1.540 -1.361 0.00 0.15 0.10
H -2.701 -0.030 -0.589 -0.02 -0.05 -0.21
H -1.119 0.412 -1.291 -0.09 -0.17 -0.10
H -0.589 1.862 0.444 -0.09 0.23 0.12
H -2.220 1.954 1.110 -0.14 -0.02 -0.03
H -0.389 -0.517 1.116 0.07 0.10 -0.19
H -2.030 -0.463 1.752 0.01 -0.01 0.00
H 0.008 -0.338 3.560 -0.01 0.05 0.10
O 1.841 0.648 -1.362 -0.46 0.71 -0.17
C 2.484 -0.293 -1.002 0.31 -0.46 -0.15
C 2.309 -1.663 -1.589 0.05 0.19 0.24
H 3.221 -0.167 -0.194 0.19 -0.12 0.16
H 1.961 -2.299 -0.771 -0.13 -0.20 -0.18
H 3.242 -2.090 -1.955 0.11 0.09 0.07
H 1.590 -1.589 -2.400 -0.12 -0.21 0.05
```
Positions in Å, forces in eV/Å.

Strongest force on any atom, eV/Å: 0.87
HOMO level, eV: -8.932
Calculated total energy, eV: -18261.799
SMILES: CC=O.CCCS
ΔE to the lowest compared entry with this formula, charge and spin, kcal/mol: 15.4

Question: Which formula does entry 3 have?
Answer: C5H12OS